Entry 1:
ORCA calculation (wB97M-V/def2-TZVPD) on C3H2N2S in the gas phase in a non-equilibrium geometry.

Results
* ΔE to the lowest compared entry with this formula, charge and spin: 5.250 eV
* gap between HOMO and LUMO (spin up / spin down): 6.663 / 6.865 eV
* calculated total energy: -622.9802 a.u.
* strongest force on any atom: 2.41 eV/Å

Last column: Löwdin charge in e.
Positions of all 8 atoms, in Å:
1 C -1.269 -0.752 -0.047  -0.14
2 C -1.256 0.565 0.072  -0.05
3 C -0.416 -1.658 -0.329  -0.73
4 N -0.078 1.172 -0.031  -0.14
5 N 0.931 0.473 0.378  0.09
6 S 0.347 -3.027 -0.389  0.73
7 H -0.020 2.183 -0.202  0.16
8 H 1.761 1.045 0.548  0.07

---

Entry 2:
ORCA calculation (wB97M-V/def2-TZVPD) on C16H18N4O4S in the gas phase in a non-equilibrium geometry.

Results
* ΔE to the lowest compared entry with this formula, charge and spin: 0.046 eV
* gap between HOMO and LUMO: 8.987 eV
* calculated total energy: -1538.7426 a.u.
* strongest force on any atom: 1.42 eV/Å

Last column: Löwdin charge in e.
Positions of all 43 atoms, in Å:
1 C -5.032 -0.529 -0.676  -0.08
2 C -3.658 0.122 -0.788  -0.45
3 C -2.608 -0.903 -1.207  -0.07
4 C -3.283 0.757 0.562  -0.17
5 C -1.954 1.400 0.529  -0.57
6 N -1.005 1.155 1.351  0.02
7 N 0.129 1.815 1.122  0.00
8 C 0.072 2.601 0.101  -0.58
9 N 1.067 3.398 -0.372  0.11
10 C 2.393 3.544 0.026  -0.44
11 O 3.034 4.440 -0.455  0.12
12 C 2.927 2.529 1.002  0.00
13 C 3.242 1.230 0.237  -0.44
14 O 4.105 1.189 -0.606  0.09
15 N 2.457 0.189 0.621  0.15
16 C 2.430 -1.107 0.108  -0.14
17 C 3.399 -1.564 -0.784  0.00
18 C 3.332 -2.839 -1.312  -0.06
19 C 2.285 -3.686 -0.982  -0.08
20 C 1.316 -3.246 -0.104  -0.02
21 C 1.380 -1.975 0.466  -0.07
22 C 0.286 -1.631 1.401  -0.48
23 O -0.833 -2.076 1.322  0.09
24 O 0.644 -0.793 2.388  0.08
25 S -1.500 2.583 -0.700  1.11
26 H -5.007 -1.334 0.055  0.09
27 H -5.330 -0.946 -1.635  0.08
28 H -5.783 0.196 -0.370  0.08
29 H -3.703 0.918 -1.542  0.12
30 H -2.928 -1.427 -2.104  0.08
31 H -2.445 -1.629 -0.415  0.07
32 H -1.654 -0.423 -1.420  0.07
33 H -4.036 1.502 0.834  0.12
34 H -3.256 -0.013 1.335  0.13
35 H 0.801 4.050 -1.102  0.15
36 H 3.872 2.919 1.384  0.14
37 H 2.218 2.358 1.807  0.11
38 H 1.743 0.381 1.317  0.09
39 H 4.205 -0.906 -1.061  0.10
40 H 4.102 -3.169 -1.992  0.11
41 H 2.227 -4.677 -1.404  0.10
42 H 0.488 -3.881 0.171  0.12
43 H -0.140 -0.521 2.891  0.13

---

Entry 3:
ORCA calculation (wB97M-V/def2-TZVPD) on a molecular structure, C4H7NO2 in a non-equilibrium geometry.

Results
* ΔE to the lowest compared entry with this formula, charge and spin: 3.411 eV
* gap between HOMO and LUMO: 9.385 eV
* calculated total energy: -361.7555 a.u.
* strongest force on any atom: 4.74 eV/Å

Last column: Löwdin charge in e.
Positions of all 14 atoms, in Å:
1 C -1.167 -1.525 0.513  -0.15
2 N -0.820 -0.267 1.104  -0.03
3 C 1.250 0.352 -0.134  -0.47
4 C -0.615 0.785 0.341  -0.28
5 C -0.250 0.877 -1.066  0.05
6 O 1.929 1.375 0.417  0.10
7 O 1.740 -0.693 -0.452  0.11
8 H 2.870 1.139 0.448  0.14
9 H -0.529 1.716 0.892  0.12
10 H -2.006 -1.965 1.053  0.07
11 H -1.440 -1.515 -0.551  0.07
12 H -0.318 -2.210 0.584  0.08
13 H -0.145 1.888 -1.439  0.10
14 H -0.499 0.043 -1.710  0.09

---

Entry 4:
ORCA calculation (wB97M-V/def2-TZVPD) on 5 unconnected molecules or ions with the total composition C37H77FN4O10PS2 in a non-equilibrium geometry.

Results
* net charge: +1
* gap between HOMO and LUMO: 6.462 eV
* calculated total energy: -3664.0118 a.u.
* strongest force on any atom: 11.83 eV/Å

Last column: Löwdin charge in e.
Positions of all 132 atoms, in Å:
1 C 7.499 2.345 2.780  -0.18
2 C 6.668 2.701 1.373  -0.42
3 P 5.157 1.534 1.349  0.95
4 C 4.227 1.804 3.025  -0.30
5 C 3.882 1.990 0.003  -0.36
6 C 4.234 3.333 -0.869  -0.26
7 O 4.402 4.565 -0.052  -0.09
8 C 5.496 5.291 -0.763  -0.14
9 N 6.714 5.668 -1.084  0.15
10 C 3.066 3.716 -1.997  -0.14
11 N 2.202 2.537 -2.392  -0.37
12 S 0.735 2.475 -1.446  0.94
13 C -0.790 2.225 -2.503  -0.33
14 C -2.156 2.889 -1.803  -0.24
15 O -2.215 4.232 -1.626  -0.01
16 O -3.282 1.970 -1.445  -0.09
17 C -3.574 2.028 -0.005  -0.11
18 C -3.085 0.699 0.846  -0.30
19 C -2.783 1.187 2.384  -0.06
20 O -1.900 0.025 0.293  -0.13
21 C -1.826 -1.308 0.977  -0.28
22 O -2.647 -2.342 0.643  -0.01
23 C -0.724 -1.574 2.167  -0.42
24 S 0.576 -0.227 2.283  0.62
25 C 3.035 1.269 -2.262  -0.12
26 N 3.200 0.400 -3.348  0.11
27 C 2.630 0.637 -4.731  -0.14
28 C 1.966 -0.803 -5.244  -0.15
29 C 0.601 -1.019 -4.303  -0.19
30 C 0.935 -1.896 -2.953  -0.17
31 C -0.356 -2.683 -2.311  -0.19
32 O -0.055 -4.140 -2.405  -0.24
33 C 0.693 -4.483 -1.160  -0.12
34 N 3.750 0.827 -0.979  -0.02
35 F 5.063 0.496 -1.255  -0.05
36 H 7.061 2.947 3.690  0.08
37 H 8.658 2.435 2.646  0.09
38 H 7.237 1.201 2.999  0.07
39 H 7.363 2.401 0.474  0.09
40 H 6.421 3.844 1.436  0.08
41 H 4.348 2.917 3.425  0.07
42 H 4.575 1.021 3.823  0.06
43 H 3.074 1.603 2.833  0.02
44 H 2.837 2.167 0.517  0.12
45 H 5.225 3.141 -1.465  0.16
46 H 3.608 4.154 -2.960  0.16
47 H 2.328 4.562 -1.610  0.13
48 H -0.674 2.540 -3.630  0.12
49 H -1.006 1.052 -2.508  0.08
50 H -4.761 2.062 0.118  0.16
51 H -3.058 2.960 0.492  0.14
52 H -3.975 -0.096 0.812  0.16
53 H -2.582 0.319 3.147  0.09
54 H -1.848 1.897 2.359  0.09
55 H -3.771 1.742 2.755  0.12
56 H -1.317 -1.600 3.186  0.10
57 H -0.199 -2.628 2.039  0.12
58 H 0.170 0.953 1.628  -0.14
59 H 3.761 -0.496 -3.223  0.19
60 H 3.569 0.812 -5.446  0.15
61 H 1.897 1.544 -4.818  0.14
62 H 2.663 -1.727 -5.062  0.12
63 H 1.562 -0.724 -6.350  0.13
64 H 0.313 0.065 -3.935  0.07
65 H -0.316 -1.416 -4.921  0.13
66 H 1.825 -2.640 -3.205  0.13
67 H 1.303 -1.122 -2.125  0.10
68 H -0.392 -2.407 -1.162  0.10
69 H -1.369 -2.377 -2.809  0.14
70 H 1.427 -3.619 -0.814  0.10
71 H -0.021 -4.710 -0.258  0.10
72 H 1.363 -5.451 -1.322  0.12
73 C 0.201 -9.658 2.578  -0.08
74 C 0.356 -8.191 2.211  -0.28
75 O 0.129 -7.923 0.830  -0.18
76 C -1.163 -8.253 0.324  -0.28
77 C -2.292 -7.512 1.020  -0.08
78 H 0.885 -10.276 1.983  0.09
79 H 0.420 -9.811 3.640  0.08
80 H -0.812 -10.020 2.391  0.07
81 H 1.384 -7.882 2.426  0.12
82 H -0.290 -7.559 2.830  0.10
83 H -1.318 -9.336 0.362  0.11
84 H -1.164 -7.980 -0.738  0.12
85 H -2.344 -7.753 2.084  0.07
86 H -3.254 -7.774 0.569  0.08
87 H -2.148 -6.430 0.936  0.07
88 C 0.990 7.653 -1.903  -0.07
89 C 1.099 7.849 -3.407  -0.27
90 O 0.514 6.792 -4.162  -0.17
91 C -0.879 6.565 -3.961  -0.28
92 C -1.743 7.767 -4.304  -0.07
93 H 1.458 6.707 -1.605  0.05
94 H 1.485 8.474 -1.374  0.08
95 H -0.050 7.620 -1.571  0.07
96 H 2.159 7.881 -3.680  0.12
97 H 0.675 8.811 -3.711  0.11
98 H -1.062 6.225 -2.936  0.09
99 H -1.159 5.731 -4.616  0.12
100 H -1.512 8.629 -3.675  0.07
101 H -2.801 7.526 -4.168  0.08
102 H -1.583 8.069 -5.345  0.09
103 C 0.841 0.534 6.835  -0.08
104 C -0.501 -0.015 6.380  -0.28
105 O -0.459 -1.393 6.018  -0.19
106 C -0.061 -2.305 7.039  -0.27
107 C -0.971 -2.284 8.256  -0.08
108 H 1.596 0.399 6.050  0.08
109 H 0.760 1.601 7.066  0.08
110 H 1.207 0.026 7.729  0.07
111 H -0.820 0.534 5.488  0.10
112 H -1.273 0.154 7.137  0.11
113 H 0.981 -2.124 7.321  0.11
114 H -0.089 -3.307 6.595  0.12
115 H -0.976 -1.308 8.746  0.07
116 H -0.642 -3.027 8.989  0.08
117 H -2.003 -2.511 7.966  0.08
118 C -5.596 -3.183 -1.290  -0.08
119 C -6.919 -2.650 -1.816  -0.27
120 O -7.151 -1.283 -1.487  -0.16
121 C -6.200 -0.341 -1.978  -0.28
122 C -6.089 -0.329 -3.494  -0.08
123 H -5.543 -3.069 -0.200  0.08
124 H -5.484 -4.243 -1.539  0.08
125 H -4.743 -2.649 -1.714  0.06
126 H -7.733 -3.225 -1.363  0.12
127 H -7.002 -2.798 -2.897  0.11
128 H -5.225 -0.512 -1.512  0.09
129 H -6.533 0.648 -1.641  0.12
130 H -5.752 -1.291 -3.887  0.07
131 H -5.376 0.435 -3.817  0.07
132 H -7.063 -0.113 -3.947  0.09

---

Number 2 is which compound? C16H18N4O4S

---

Which value of strongest force on any atom does entry 4 give? 11.83 eV/Å

---

Number 1 is which compound? C3H2N2S